[1]
Molecular formula: C19H38NO2
Method: DFT, the ωB97M-V functional and the def2-TZVPD basis

Computed properties:
lowest unoccupied orbital energy	-2.03	eV
charge	+1
SMILES	CC(=O)OCCCCCCCCCCC[N+]1(C)CCCCC1
energy relative to the best compared isomer or geometry (same formula, charge and spin)	0.0	kcal per mole
HOMO energy	-0.4830	Eh
orbital gap	11.1	eV

Geometry (Å):
C (3.782, -0.945, -1.128)
C (2.557, -1.167, -0.288)
O (1.471, -0.671, -0.528)
O (2.793, -1.980, 0.718)
C (1.729, -2.286, 1.624)
C (1.761, -1.362, 2.839)
C (0.512, -1.559, 3.695)
C (0.513, -0.717, 4.972)
C (0.428, 0.797, 4.758)
C (-0.846, 1.250, 4.028)
C (-0.580, 1.689, 2.586)
C (-1.871, 1.923, 1.796)
C (-2.466, 0.627, 1.240)
C (-1.716, 0.100, 0.010)
C (-2.171, 0.853, -1.240)
N (-1.245, 0.810, -2.413)
C (-0.022, 1.573, -2.099)
C (-0.905, -0.603, -2.732)
C (-0.132, -0.756, -4.036)
C (-0.906, -0.149, -5.200)
C (-1.214, 1.312, -4.892)
C (-1.959, 1.429, -3.567)
H (4.665, -1.272, -0.591)
H (3.690, -1.524, -2.046)
H (3.866, 0.106, -1.395)
H (0.775, -2.188, 1.096)
H (1.881, -3.326, 1.918)
H (2.656, -1.569, 3.427)
H (1.822, -0.330, 2.490)
H (0.448, -2.612, 3.979)
H (-0.373, -1.327, 3.100)
H (-0.338, -1.026, 5.583)
H (1.419, -0.938, 5.538)
H (0.464, 1.263, 5.743)
H (1.307, 1.144, 4.213)
H (-1.578, 0.441, 4.042)
H (-1.294, 2.091, 4.559)
H (0.000, 2.613, 2.610)
H (0.024, 0.937, 2.078)
H (-1.675, 2.620, 0.978)
H (-2.602, 2.397, 2.452)
H (-3.516, 0.781, 0.981)
H (-2.438, -0.134, 2.021)
H (-1.925, -0.965, -0.106)
H (-0.646, 0.214, 0.172)
H (-3.134, 0.446, -1.559)
H (-2.322, 1.905, -0.990)
H (0.572, 1.721, -2.995)
H (0.580, 1.023, -1.378)
H (-0.286, 2.546, -1.691)
H (-0.311, -0.997, -1.907)
H (-1.843, -1.159, -2.801)
H (0.026, -1.821, -4.206)
H (0.852, -0.293, -3.953)
H (-0.325, -0.223, -6.118)
H (-1.837, -0.698, -5.351)
H (-1.854, 1.735, -5.668)
H (-0.294, 1.897, -4.885)
H (-2.146, 2.478, -3.327)
H (-2.921, 0.922, -3.669)

[2]
Molecular formula: C19H38O
Method: DFT, the ωB97M-V functional and the def2-TZVPD basis

Computed properties:
lowest unoccupied orbital energy	0.74	eV
charge	0
SMILES	C/C(=C\CO)CC[C@@H](C)CCC[C@@H](C)CCCC(C)C
energy relative to the best compared isomer or geometry (same formula, charge and spin)	444.4	kcal per mole
HOMO energy	-0.3228	Eh
orbital gap	9.5	eV

Geometry (Å):
C (-3.252, -0.633, -1.363)
C (-3.675, 0.770, -1.156)
C (-4.076, 1.122, 0.101)
C (-3.951, 0.295, 1.307)
O (-2.579, -0.266, 1.487)
C (-3.542, 1.689, -2.310)
C (-2.388, 2.784, -2.383)
C (-0.936, 2.352, -2.195)
C (-0.107, 3.505, -3.023)
C (-0.426, 1.822, -0.948)
C (0.949, 1.232, -0.690)
C (0.889, -0.190, -1.108)
C (0.388, -1.094, -0.326)
C (0.053, -2.713, -0.715)
C (1.131, -1.293, 1.017)
C (2.514, -1.597, 1.011)
C (3.332, -1.555, 2.269)
C (4.651, -2.253, 2.207)
C (5.191, -2.104, 3.953)
C (5.688, -1.139, 1.800)
H (-3.182, -1.195, -0.317)
H (-2.233, -0.783, -2.047)
H (-3.936, -1.144, -1.942)
H (-4.115, 2.069, 0.246)
H (-4.423, -0.436, 1.296)
H (-4.313, 0.750, 2.147)
H (-1.940, 0.531, 1.831)
H (-3.451, 0.966, -3.022)
H (-4.480, 1.976, -2.295)
H (-2.660, 3.307, -1.189)
H (-2.648, 3.355, -3.105)
H (-1.043, 1.552, -2.942)
H (-0.129, 4.344, -2.305)
H (0.719, 2.984, -3.077)
H (-0.554, 3.648, -3.814)
H (-0.585, 2.792, -0.425)
H (-1.194, 1.400, -0.416)
H (1.284, 1.293, 0.202)
H (1.524, 1.682, -1.611)
H (1.779, -0.865, -1.589)
H (0.182, -0.368, -2.215)
H (-0.764, -0.917, 0.038)
H (1.224, -2.904, -1.044)
H (-0.524, -2.541, -1.606)
H (-0.270, -3.393, 0.010)
H (0.520, -2.010, 1.767)
H (1.109, -0.263, 1.689)
H (2.634, -2.475, 0.481)
H (3.048, -0.741, 0.208)
H (2.718, -2.197, 3.008)
H (3.096, -0.656, 2.891)
H (4.580, -3.035, 1.746)
H (6.200, -2.708, 3.806)
H (5.238, -1.368, 4.452)
H (4.541, -2.769, 4.360)
H (5.423, -1.164, 0.526)
H (5.715, -0.134, 1.901)
H (6.685, -1.720, 1.615)

[3]
Molecular formula: C19H39BrI2N3O13S4
Method: DFT, the ωB97M-V functional and the def2-TZVPD basis

Computed properties:
lowest unoccupied orbital energy	-4.67	eV
charge	+1
HOMO energy	-0.4342	Eh
orbital gap	7.1	eV

Geometry (Å):
C (0.531, 0.619, 2.537)
C (-0.946, 0.629, 2.025)
I (-2.212, 0.390, 3.789)
C (-1.398, 1.964, 1.374)
N (-0.338, 2.669, 0.646)
C (0.350, 3.746, 1.170)
N (0.186, 4.393, 2.418)
C (-0.917, 4.952, 2.509)
O (-2.015, 5.314, 2.599)
C (1.295, 4.166, 0.288)
N (1.150, 3.307, -0.794)
I (2.326, 3.382, -2.466)
C (0.182, 2.448, -0.555)
Br (-0.333, 1.096, -1.761)
H (0.956, -0.354, 2.255)
H (0.564, 0.729, 3.624)
H (1.184, 1.376, 2.079)
H (-1.110, -0.244, 1.388)
H (-2.173, 1.712, 0.629)
H (-1.904, 2.614, 2.097)
H (2.018, 4.966, 0.394)
O (-0.677, 3.710, -6.880)
S (-1.132, 2.804, -5.876)
O (-0.377, 1.633, -5.528)
O (-2.628, 2.378, -6.196)
C (-2.918, 1.838, -7.505)
C (-2.469, 0.397, -7.634)
C (-1.469, 3.700, -4.397)
H (-2.473, 2.462, -8.281)
H (-3.998, 1.895, -7.626)
H (-1.381, 0.322, -7.606)
H (-2.812, -0.029, -8.576)
H (-2.857, -0.203, -6.811)
H (-2.079, 4.568, -4.634)
H (-0.509, 4.010, -3.988)
H (-1.983, 3.044, -3.698)
O (3.475, -0.189, 2.152)
S (4.632, 0.070, 2.960)
O (4.588, 1.023, 4.024)
O (5.863, 0.416, 2.002)
C (5.699, 1.463, 1.034)
C (5.795, 2.840, 1.664)
C (5.260, -1.452, 3.583)
H (4.756, 1.338, 0.496)
H (6.502, 1.338, 0.310)
H (4.952, 3.030, 2.329)
H (5.800, 3.613, 0.893)
H (6.703, 2.929, 2.260)
H (5.336, -2.163, 2.765)
H (4.560, -1.814, 4.334)
H (6.232, -1.271, 4.035)
O (-2.084, -3.029, -7.288)
S (-0.913, -3.112, -6.469)
O (0.395, -3.187, -7.039)
O (-1.093, -4.303, -5.423)
C (-1.417, -5.611, -5.931)
C (-0.207, -6.306, -6.524)
C (-0.934, -1.796, -5.294)
H (-2.231, -5.546, -6.656)
H (-1.787, -6.186, -5.083)
H (0.131, -5.803, -7.430)
H (-0.449, -7.338, -6.781)
H (0.625, -6.300, -5.820)
H (-1.913, -1.764, -4.821)
H (-0.743, -0.869, -5.829)
H (-0.151, -1.972, -4.561)
O (-3.583, -0.836, 7.152)
S (-2.411, -0.924, 7.974)
O (-1.102, -0.964, 7.396)
O (-2.572, -2.150, 8.978)
C (-2.877, -3.446, 8.429)
C (-1.658, -4.103, 7.813)
C (-2.457, 0.357, 9.184)
H (-3.693, -3.370, 7.707)
H (-3.236, -4.052, 9.259)
H (-1.328, -3.567, 6.923)
H (-1.884, -5.131, 7.525)
H (-0.825, -4.106, 8.517)
H (-3.436, 0.360, 9.656)
H (-2.282, 1.300, 8.671)
H (-1.671, 0.177, 9.914)

[4]
Molecular formula: C19H39F6N6OP2Pd
Method: DFT, the ωB97M-V functional and the def2-TZVPD basis

Computed properties:
lowest unoccupied orbital energy (alpha / beta)	3.98 / 3.86	eV
charge	-2
multiplicity	2
<S²>	0.753
energy relative to the best compared isomer or geometry (same formula, charge and spin)	22.8	kcal per mole
HOMO energy (alpha / beta)	-0.1092 / -0.1058	Eh
orbital gap (alpha / beta)	7.0 / 6.7	eV

Geometry (Å):
Pd (10.976, 9.383, 9.133)
N (9.178, 10.013, 5.845)
C (10.004, 10.304, 4.678)
C (11.483, 10.225, 5.050)
C (11.893, 8.892, 5.810)
N (13.271, 8.897, 6.263)
H (8.338, 10.489, 5.953)
H (9.640, 10.017, 6.732)
H (9.633, 11.213, 4.125)
H (9.834, 9.577, 3.846)
H (11.797, 11.063, 5.655)
H (12.149, 10.214, 4.135)
H (11.840, 8.022, 5.129)
H (11.164, 8.795, 6.669)
H (13.516, 8.227, 6.902)
H (13.424, 9.740, 6.812)
F (5.685, 14.003, 4.276)
P (6.511, 14.424, 5.607)
F (7.426, 14.922, 6.871)
F (7.429, 13.110, 5.474)
F (5.504, 13.618, 6.583)
F (5.556, 15.767, 5.693)
F (7.577, 15.227, 4.598)
N (9.744, 6.347, 8.480)
C (9.412, 6.651, 9.777)
O (9.803, 7.818, 10.225)
C (8.685, 5.695, 10.508)
C (8.525, 5.808, 11.903)
N (8.417, 6.012, 13.029)
C (8.197, 4.492, 9.916)
N (7.800, 3.437, 9.564)
H (9.345, 5.534, 8.077)
H (10.263, 7.051, 8.028)
C (14.993, 12.447, 8.938)
C (13.793, 13.143, 8.299)
C (13.844, 14.685, 8.618)
C (13.740, 12.863, 6.757)
P (12.204, 12.171, 8.972)
N (12.129, 10.795, 8.256)
C (12.520, 12.014, 10.877)
C (11.214, 11.510, 11.459)
C (12.893, 13.236, 11.690)
C (13.496, 10.862, 11.124)
C (10.609, 13.184, 8.579)
C (10.424, 14.480, 9.282)
C (10.653, 13.405, 7.028)
C (9.341, 12.318, 8.730)
H (15.926, 12.869, 8.538)
H (14.979, 11.373, 8.704)
H (15.112, 12.515, 10.019)
H (14.840, 15.097, 8.600)
H (13.549, 15.068, 9.647)
H (13.358, 15.266, 7.776)
H (14.706, 13.158, 6.273)
H (13.000, 13.371, 6.245)
H (13.575, 11.760, 6.633)
H (10.339, 12.211, 11.464)
H (11.560, 11.338, 12.483)
H (10.937, 10.558, 10.960)
H (12.160, 14.097, 11.565)
H (13.877, 13.637, 11.610)
H (12.837, 13.114, 12.761)
H (13.357, 10.000, 10.259)
H (13.126, 10.482, 12.087)
H (14.508, 11.340, 11.373)
H (11.248, 15.164, 9.085)
H (10.304, 14.300, 10.356)
H (9.501, 15.036, 8.952)
H (11.393, 14.241, 6.794)
H (9.698, 13.735, 6.682)
H (10.963, 12.516, 6.447)
H (9.211, 11.911, 9.689)
H (9.290, 11.518, 7.966)
H (8.552, 13.009, 8.511)

[5]
Molecular formula: C19H40BBrO9S4
Method: DFT, the ωB97M-V functional and the def2-TZVPD basis

Computed properties:
lowest unoccupied orbital energy	0.52	eV
charge	0
SMILES	C[C@@H](O)CBBr.O=S1(=O)CCCC1.O=S1(=O)CCCC1.O=S1(=O)CCCC1.O=S1(=O)CCCC1
energy relative to the best compared isomer or geometry (same formula, charge and spin)	0.0	kcal per mole
HOMO energy	-0.3483	Eh
orbital gap	10.0	eV

Geometry (Å):
C (-0.860, -2.132, 0.563)
C (-0.515, -3.337, 1.410)
O (0.014, -4.339, 0.524)
C (0.496, -3.027, 2.536)
B (1.993, -3.084, 2.096)
Br (2.657, -2.064, 0.636)
H (-1.331, -1.365, 1.175)
H (0.025, -1.705, 0.093)
H (-1.563, -2.407, -0.225)
H (-1.436, -3.717, 1.862)
H (-0.130, -5.205, 0.918)
H (0.332, -3.701, 3.385)
H (0.303, -2.012, 2.911)
H (2.830, -3.693, 2.679)
O (-1.779, 0.668, -0.675)
S (-1.207, 1.568, -1.655)
O (-1.913, 2.792, -1.945)
C (0.503, 1.880, -1.251)
C (1.274, 0.798, -1.998)
C (0.630, 0.707, -3.386)
C (-0.888, 0.651, -3.177)
H (0.620, 1.852, -0.172)
H (0.742, 2.870, -1.641)
H (2.324, 1.065, -2.055)
H (1.188, -0.166, -1.484)
H (0.896, 1.593, -3.964)
H (0.982, -0.165, -3.936)
H (-1.461, 1.131, -3.967)
H (-1.254, -0.361, -3.012)
O (0.984, 3.135, 3.319)
S (0.669, 1.764, 3.006)
O (1.336, 1.122, 1.898)
C (0.846, 0.780, 4.494)
C (-0.537, 0.828, 5.129)
C (-1.536, 0.641, 3.978)
C (-1.113, 1.577, 2.842)
H (1.645, 1.215, 5.090)
H (1.118, -0.226, 4.178)
H (-0.648, 0.059, 5.892)
H (-0.689, 1.799, 5.607)
H (-1.510, -0.392, 3.633)
H (-2.556, 0.851, 4.291)
H (-1.316, 1.190, 1.843)
H (-1.536, 2.576, 2.944)
O (4.411, 1.150, -4.597)
S (4.434, 2.349, -3.800)
O (3.199, 2.916, -3.319)
C (5.578, 2.124, -2.439)
C (6.912, 2.610, -2.995)
C (6.602, 3.898, -3.771)
C (5.386, 3.615, -4.660)
H (5.556, 1.074, -2.153)
H (5.223, 2.746, -1.617)
H (7.632, 2.780, -2.197)
H (7.328, 1.856, -3.667)
H (6.368, 4.701, -3.069)
H (7.452, 4.222, -4.371)
H (4.734, 4.472, -4.802)
H (5.662, 3.191, -5.623)
O (-4.287, -4.266, 1.326)
S (-4.518, -2.843, 1.349)
O (-3.642, -2.003, 2.125)
C (-4.659, -2.241, -0.330)
C (-6.147, -2.371, -0.637)
C (-6.886, -1.874, 0.615)
C (-6.228, -2.539, 1.830)
H (-4.005, -2.844, -0.955)
H (-4.321, -1.203, -0.328)
H (-6.417, -1.796, -1.521)
H (-6.395, -3.418, -0.828)
H (-6.785, -0.790, 0.688)
H (-7.949, -2.104, 0.576)
H (-6.213, -1.915, 2.720)
H (-6.659, -3.511, 2.063)

[6]
Molecular formula: C19H40NP3SeTi
Method: DFT, the ωB97M-V functional and the def2-TZVPD basis

Computed properties:
lowest unoccupied orbital energy (alpha / beta)	-11.33 / -11.90	eV
charge	+3
multiplicity	2
<S²>	0.779
energy relative to the best compared isomer or geometry (same formula, charge and spin)	74.4	kcal per mole
HOMO energy (alpha / beta)	-0.6412 / -0.6395	Eh
orbital gap (alpha / beta)	6.1 / 5.5	eV

Geometry (Å):
Ti (-0.896, 0.388, -1.023)
P (-2.383, -1.365, -0.357)
P (1.368, -0.069, 1.212)
P (1.117, -0.943, -2.197)
H (-3.325, 1.836, -2.374)
C (-3.237, 0.820, -2.769)
C (-1.943, 0.158, -2.801)
H (-1.065, 0.699, -3.199)
C (-4.059, -0.898, 0.097)
C (-1.614, -2.160, 1.041)
C (-2.637, -2.431, -1.792)
C (2.661, 1.250, 1.199)
C (1.034, -0.037, 3.030)
C (2.529, -1.513, 1.270)
C (0.642, -0.863, -3.970)
C (1.360, -2.737, -1.837)
C (2.800, -0.204, -2.228)
H (-4.121, 0.522, -3.344)
H (-1.998, -0.751, -3.388)
H (-4.533, -0.367, -0.738)
H (-4.066, -0.250, 0.978)
H (-4.560, -1.850, 0.303)
H (-1.466, -1.463, 1.876)
H (-0.649, -2.628, 0.819)
H (-2.348, -2.916, 1.323)
H (-3.312, -1.913, -2.488)
H (-3.090, -3.359, -1.434)
H (-1.702, -2.646, -2.327)
H (3.298, 1.177, 2.091)
H (2.172, 2.229, 1.183)
H (3.286, 1.151, 0.305)
H (2.001, 0.034, 3.545)
H (0.528, -0.953, 3.360)
H (0.420, 0.829, 3.299)
H (3.137, -1.454, 2.183)
H (3.202, -1.531, 0.406)
H (1.955, -2.447, 1.296)
H (1.421, -1.275, -4.622)
H (0.456, 0.182, -4.249)
H (-0.282, -1.432, -4.132)
H (1.868, -3.291, -2.643)
H (0.383, -3.207, -1.673)
H (1.941, -2.868, -0.918)
H (3.410, -0.587, -3.060)
H (3.340, -0.389, -1.294)
H (2.709, 0.883, -2.351)
C (0.157, 3.027, -2.894)
C (-0.673, 3.083, -4.018)
C (-0.154, 3.039, -5.309)
C (1.225, 3.013, -5.475)
C (2.093, 2.984, -4.385)
C (1.555, 3.025, -3.093)
Se (-0.632, 2.992, -1.165)
H (-2.381, 1.386, -1.160)
H (-1.747, 3.179, -3.875)
H (-0.820, 3.050, -6.168)
H (1.666, 3.014, -6.481)
H (3.178, 2.937, -4.513)
H (2.184, 3.096, -2.209)
C (-2.667, 2.402, 2.977)
C (-2.083, 1.673, 1.885)
N (-1.496, 0.995, 1.137)
H (-1.943, 2.448, 3.798)
H (-3.578, 1.887, 3.312)
H (-2.956, 3.417, 2.677)

[7]
Molecular formula: C19H41AlO5P
Method: DFT, the ωB97M-V functional and the def2-TZVPD basis

Computed properties:
lowest unoccupied orbital energy	2.54	eV
charge	-1
HOMO energy	-0.1514	Eh
orbital gap	6.7	eV

Geometry (Å):
C (1.549, -2.269, -1.825)
C (1.888, -0.925, -2.121)
C (0.833, 0.178, -1.643)
Al (-1.020, -0.579, -2.138)
C (-2.535, 0.785, -2.017)
C (-4.011, 0.161, -1.784)
C (-4.049, -1.160, -0.913)
C (-4.017, -2.503, -1.739)
O (-4.138, -3.596, -0.781)
P (-0.788, -1.376, -4.368)
O (-1.852, -0.652, -5.246)
H (1.595, -3.105, -2.565)
H (1.175, -2.436, -0.776)
H (2.837, -0.661, -2.660)
H (0.867, 0.250, -0.513)
H (1.065, 1.169, -2.135)
H (-1.278, -1.827, -1.159)
H (-2.597, 1.274, -3.045)
H (-2.343, 1.629, -1.289)
H (-4.566, 0.952, -1.182)
H (-4.583, 0.074, -2.757)
H (-3.274, -1.138, -0.090)
H (-5.050, -1.155, -0.372)
H (-4.827, -2.554, -2.530)
H (-3.045, -2.693, -2.270)
H (-4.960, -3.442, -0.288)
H (-1.017, -2.790, -4.460)
H (0.501, -0.995, -4.916)
C (-4.789, -0.067, 4.351)
C (-5.011, 1.242, 3.619)
C (-4.790, 0.834, 2.174)
O (-5.193, -0.537, 2.066)
C (-5.380, -1.073, 3.380)
H (-5.253, -0.104, 5.337)
H (-3.716, -0.248, 4.470)
H (-6.044, 1.575, 3.761)
H (-4.346, 2.044, 3.942)
H (-3.731, 0.896, 1.900)
H (-5.366, 1.441, 1.473)
H (-6.457, -1.196, 3.543)
H (-4.903, -2.053, 3.448)
C (3.311, 3.500, 1.697)
C (2.310, 3.364, 2.828)
C (1.077, 2.865, 2.096)
O (1.542, 2.101, 0.979)
C (2.946, 2.322, 0.814)
H (4.351, 3.481, 2.025)
H (3.139, 4.438, 1.160)
H (2.655, 2.607, 3.539)
H (2.135, 4.292, 3.376)
H (0.479, 3.698, 1.709)
H (0.438, 2.242, 2.726)
H (3.467, 1.412, 1.129)
H (3.168, 2.501, -0.239)
C (7.156, -1.322, -1.212)
C (5.943, -1.927, -0.534)
C (5.399, -0.747, 0.247)
O (5.735, 0.432, -0.497)
C (6.674, 0.084, -1.521)
H (7.481, -1.865, -2.101)
H (7.995, -1.284, -0.509)
H (5.216, -2.244, -1.288)
H (6.174, -2.786, 0.097)
H (5.872, -0.670, 1.233)
H (4.316, -0.798, 0.383)
H (6.151, 0.121, -2.483)
H (7.487, 0.813, -1.537)

Number 1: E_tot -951.8141 hartree. Number 2: E_tot -821.2786 hartree. Number 3: E_tot -6651.5822 hartree. Number 4: E_tot -2561.1511 hartree. Number 5: E_tot -5616.7233 hartree. Number 6: E_tot -5076.5523 hartree. Number 7: E_tot -1708.4098 hartree.